Record 1
A single C18H18N2OS2 molecule at a distorted geometry. Source: the OMol25 dataset; level of theory: the ωB97M-V functional and the def2-TZVPD basis.

- SMILES string = CCCc1ccc(-c2csc(NC(=O)Cc3cccs3)n2)cc1
- relative energy (zero: lowest compared OMol25 entry of this formula, charge and spin) (kcal per mole) = 0.0
- E_tot (eV) = -45657.067
- E_LUMO (hartree) = 0.0168
- charge = 0
- HOMO-LUMO gap (eV) = 8.56
- E_HOMO (eV) = -8.10

XYZ file:
```
41
C18H18N2OS2, DFT the ωB97M-V functional and the def2-TZVPD basis
C -7.360 -1.680 -1.522
C -7.881 -0.422 -0.840
C -7.266 -0.222 0.552
C -5.786 0.012 0.468
C -4.878 -1.002 0.747
C -3.519 -0.787 0.634
C -3.027 0.455 0.236
C -1.588 0.651 0.129
C -0.938 1.805 -0.207
S 0.770 1.584 -0.205
C 0.490 -0.092 0.261
N 1.464 -1.024 0.482
C 2.841 -1.000 0.441
O 3.450 -2.009 0.698
C 3.489 0.320 0.069
C 4.975 0.200 0.059
C 5.847 0.456 1.070
C 7.190 0.190 0.720
C 7.316 -0.267 -0.550
S 5.798 -0.387 -1.346
N -0.752 -0.398 0.387
C -3.936 1.475 -0.044
C -5.293 1.251 0.072
H -7.819 -1.800 -2.501
H -6.281 -1.626 -1.652
H -7.590 -2.561 -0.926
H -7.652 0.447 -1.461
H -8.966 -0.486 -0.740
H -7.468 -1.105 1.162
H -7.744 0.638 1.027
H -5.240 -1.971 1.058
H -2.816 -1.577 0.851
H -1.338 2.766 -0.453
H 1.082 -1.932 0.736
H 3.126 0.622 -0.917
H 3.183 1.079 0.795
H 5.544 0.824 2.034
H 8.020 0.335 1.388
H 8.208 -0.546 -1.075
H -3.584 2.447 -0.353
H -5.985 2.052 -0.145
```

***

Record 2
A molecular structure, C9H18AlAuCl2N3O4P at a distorted geometry. Source: the OMol25 dataset; level of theory: the ωB97M-V functional and the def2-TZVPD basis.

- relative energy (zero: lowest compared OMol25 entry of this formula, charge and spin) (kcal per mole) = 6.2
- E_tot (eV) = -66864.277
- E_LUMO (spin up / spin down) (hartree) = -0.5566 / -0.6480
- 2S+1 = 3
- charge = +4
- HOMO-LUMO gap (spin up / spin down) (eV) = 6.76 / 4.20
- E_HOMO (spin up / spin down) (eV) = -21.90 / -21.83

XYZ file:
```
39
C9H18AlAuCl2N3O4P, DFT the ωB97M-V functional and the def2-TZVPD basis
Au -0.855 4.205 -2.987
Al -0.475 2.182 -0.787
Cl -0.095 1.998 -2.884
Cl -1.873 3.361 0.220
C 1.501 2.575 -0.115
C -1.346 5.168 -4.628
C -1.281 6.126 -2.795
O 2.651 2.658 -0.022
O -1.719 5.716 -5.579
O -1.641 7.230 -2.730
C 0.796 -2.395 -1.685
N 1.137 -1.548 -0.535
C 2.521 -1.043 -0.576
P -0.010 -0.790 0.339
O -0.656 0.418 -0.356
N -1.240 -1.854 0.517
C -2.574 -1.300 0.790
C -0.966 -3.123 1.191
N 0.752 -0.431 1.770
C 0.037 0.450 2.725
C 1.466 -1.556 2.427
H 1.645 -3.067 -1.861
H 0.641 -1.803 -2.600
H -0.097 -2.981 -1.458
H 2.667 -0.320 -1.397
H 2.777 -0.583 0.383
H 3.172 -1.912 -0.759
H -2.906 -0.662 -0.044
H -3.260 -2.141 0.907
H -2.596 -0.714 1.723
H -0.030 -3.550 0.828
H -0.911 -3.011 2.279
H -1.797 -3.788 0.955
H -0.167 1.434 2.284
H -0.928 0.021 3.037
H 0.666 0.559 3.613
H 0.816 -2.147 3.091
H 1.898 -2.238 1.683
H 2.279 -1.143 3.037
```

***

Record 3
A molecular structure, C5H5O2 at a distorted geometry. Source: the OMol25 dataset; level of theory: the ωB97M-V functional and the def2-TZVPD basis.

- relative energy (zero: lowest compared OMol25 entry of this formula, charge and spin) (kcal per mole) = 99.4
- E_tot (eV) = -9346.784
- E_LUMO (hartree) = -0.2297
- charge = +1
- HOMO-LUMO gap (eV) = 6.50
- E_HOMO (eV) = -12.75

XYZ file:
```
12
C5H5O2, DFT the ωB97M-V functional and the def2-TZVPD basis
C -1.470 0.537 -0.395
C -0.294 1.026 -0.027
C 2.736 -0.300 -0.580
C -1.496 -0.873 0.044
C 0.651 0.084 0.680
O -0.423 -1.328 0.532
O 1.973 0.085 0.317
H -2.289 1.088 -0.776
H -0.084 2.155 -0.147
H 2.591 -1.159 -1.254
H -2.302 -1.499 -0.127
H 0.406 0.183 1.732
```

***

Record 4
A single C6H4O molecule. Source: the OMol25 dataset; level of theory: the ωB97M-V functional and the def2-TZVPD basis.

- relative energy (zero: lowest compared OMol25 entry of this formula, charge and spin) (kcal per mole) = 104.5
- E_tot (eV) = -8327.907
- E_LUMO (hartree) = -0.0305
- charge = 0
- HOMO-LUMO gap (eV) = 9.39
- E_HOMO (eV) = -10.22

XYZ file:
```
11
C6H4O, DFT the ωB97M-V functional and the def2-TZVPD basis
C -2.340 -0.142 -0.792
C -0.989 0.109 -0.302
C 0.121 0.294 0.137
C 1.383 0.518 0.789
O 1.708 1.542 1.329
C 1.987 -1.192 1.208
C 2.704 -0.487 0.442
H -2.659 0.638 -1.490
H -3.036 -0.146 0.053
H -2.402 -1.112 -1.295
H 3.523 -0.022 -0.079
```

***

Record 5
A molecular structure, C39H34F5N3S3SeTa at a distorted geometry. Source: the OMol25 dataset; level of theory: the ωB97M-V functional and the def2-TZVPD basis.

- E_tot (eV) = -158452.227
- E_LUMO (hartree) = -0.1630
- charge = +1
- HOMO-LUMO gap (eV) = 6.50
- E_HOMO (eV) = -10.94

XYZ file:
```
86
C39H34F5N3S3SeTa, DFT the ωB97M-V functional and the def2-TZVPD basis
Ta -0.629 -1.319 0.685
C -0.876 1.569 -1.469
N 0.044 0.409 -1.324
C -0.099 -0.420 -2.545
C 0.945 -1.491 -2.614
N 0.797 -2.447 -1.500
C 0.111 -3.668 -1.991
C 2.039 -2.833 -0.861
C 3.269 -2.776 -1.496
C 4.428 -3.135 -0.815
C 4.357 -3.591 0.493
C 3.120 -3.693 1.117
C 1.974 -3.308 0.441
S 0.416 -3.416 1.265
C 1.419 0.873 -1.187
C 2.014 1.607 -2.211
C 3.343 1.981 -2.141
C 4.097 1.633 -1.024
C 3.508 0.923 0.005
C 2.166 0.538 -0.076
S 1.513 -0.352 1.289
H -0.541 2.226 -2.275
H -0.931 2.138 -0.552
H -1.866 1.206 -1.717
H -0.028 0.207 -3.440
H -1.098 -0.851 -2.528
H 1.927 -1.033 -2.573
H 0.860 -2.003 -3.576
H 0.732 -4.166 -2.741
H -0.836 -3.387 -2.449
H -0.075 -4.356 -1.174
H 3.345 -2.462 -2.530
H 5.384 -3.065 -1.319
H 5.257 -3.867 1.028
H 3.041 -4.055 2.135
H 1.432 1.880 -3.085
H 3.790 2.539 -2.956
H 5.137 1.924 -0.951
H 4.078 0.649 0.886
C 2.699 4.366 1.354
C 1.358 4.960 0.897
C 1.204 4.780 -0.619
C 1.366 6.459 1.203
C 0.224 4.224 1.613
C -0.646 4.891 2.485
C -1.622 4.216 3.186
C -1.747 2.850 2.989
S -2.821 1.771 3.794
C -2.162 0.466 2.897
N -1.241 0.773 2.020
C -0.938 2.155 2.085
C 0.070 2.855 1.424
C -2.557 -0.909 3.148
C -3.504 -1.229 4.115
C -3.850 -2.551 4.337
C -3.232 -3.551 3.598
C -2.282 -3.225 2.642
C -1.927 -1.893 2.392
H 3.528 4.918 0.902
H 2.791 3.318 1.062
H 2.799 4.428 2.441
H 2.005 5.311 -1.142
H 0.245 5.181 -0.963
H 1.262 3.728 -0.903
H 2.173 6.933 0.642
H 1.538 6.657 2.264
H 0.430 6.939 0.904
H -0.552 5.957 2.637
H -2.260 4.736 3.891
H 0.757 2.323 0.782
H -3.970 -0.448 4.706
H -4.592 -2.799 5.084
H -3.490 -4.589 3.767
H -1.818 -4.034 2.096
F -4.761 -5.531 -3.822
C -4.353 -4.501 -3.097
C -4.631 -3.213 -3.507
F -5.315 -3.012 -4.627
C -4.190 -2.141 -2.756
F -4.469 -0.912 -3.190
C -3.464 -2.322 -1.590
Se -2.917 -0.800 -0.583
C -3.214 -3.623 -1.206
F -2.494 -3.860 -0.105
C -3.639 -4.712 -1.934
F -3.354 -5.948 -1.536
```

***

Record 6
A molecular structure, C46H45F5GeIrN6O9S3 at a distorted geometry. Source: the OMol25 dataset; level of theory: the ωB97M-V functional and the def2-TZVPD basis.

- relative energy (zero: lowest compared OMol25 entry of this formula, charge and spin) (kcal per mole) = 8.3
- E_tot (eV) = -181245.186
- E_LUMO (spin up / spin down) (hartree) = -0.0337 / -0.0980
- 2S+1 = 2
- charge = 0
- HOMO-LUMO gap (spin up / spin down) (eV) = 6.89 / 5.14
- E_HOMO (spin up / spin down) (eV) = -7.80 / -7.80

XYZ file:
```
116
C46H45F5GeIrN6O9S3, DFT the ωB97M-V functional and the def2-TZVPD basis
Ir 0.115 0.267 -0.126
C -1.103 -1.422 7.681
C -1.423 -0.929 6.296
C -2.653 -1.214 5.709
C -2.971 -0.726 4.452
C -2.036 0.042 3.773
C -0.800 0.338 4.333
C -0.505 -0.150 5.592
S -2.439 0.660 2.181
O -3.832 0.433 1.947
O -1.931 2.003 2.093
N -1.524 -0.216 1.138
C -1.923 -1.352 0.499
C -3.139 -2.050 0.568
C -3.301 -3.147 -0.243
C -2.267 -3.569 -1.086
C -1.108 -2.840 -1.098
N -0.936 -1.761 -0.316
H -1.659 -2.330 7.912
H -1.375 -0.666 8.421
H -0.037 -1.622 7.791
H -3.371 -1.828 6.242
H -3.936 -0.914 3.999
H -0.083 0.949 3.797
H 0.456 0.080 6.037
H -3.932 -1.686 1.202
H -4.248 -3.673 -0.244
H -2.374 -4.432 -1.728
H -0.285 -3.099 -1.751
C 7.366 2.065 0.715
C 6.869 0.692 0.266
S 5.649 0.911 -1.014
O 4.368 1.116 -0.382
O 6.102 1.881 -1.981
C 5.545 -0.666 -1.873
C 4.694 -0.508 -3.138
N 3.399 0.129 -2.848
C 2.438 -0.440 -2.096
N 1.545 0.473 -1.718
C 1.946 1.670 -2.249
C 3.077 1.470 -2.948
N 3.789 2.450 -3.725
O 3.564 3.607 -3.455
O 4.512 2.052 -4.619
C 2.325 -1.900 -1.875
H 8.059 1.950 1.547
H 6.539 2.695 1.050
H 7.874 2.575 -0.101
H 6.348 0.161 1.065
H 7.666 0.074 -0.153
H 5.115 -1.374 -1.161
H 6.561 -0.961 -2.141
H 4.510 -1.482 -3.586
H 5.207 0.117 -3.857
H 1.390 2.582 -2.150
H 2.218 -2.405 -2.838
H 1.440 -2.084 -1.277
H 3.181 -2.328 -1.356
C -0.950 -4.732 5.036
C -1.773 -4.124 4.103
C -1.248 -3.201 3.204
C 0.110 -2.900 3.204
C 0.937 -3.544 4.128
C 0.408 -4.432 5.052
Ge 1.030 -1.760 1.881
C 2.308 -0.594 2.825
C 2.592 -0.741 4.187
C 3.540 0.063 4.803
C 4.229 1.023 4.071
C 3.970 1.162 2.717
C 3.001 0.377 2.104
C 2.184 -3.131 1.056
C 1.624 -4.275 0.486
C 2.435 -5.293 0.000
C 3.819 -5.176 0.080
C 4.386 -4.034 0.630
C 3.572 -3.011 1.108
H -1.352 -5.462 5.727
H -2.827 -4.376 4.062
H -1.912 -2.721 2.507
H 2.006 -3.367 4.120
H 1.058 -4.904 5.779
H 2.069 -1.485 4.772
H 3.747 -0.065 5.859
H 4.951 1.679 4.546
H 4.517 1.890 2.137
H 2.819 0.503 1.042
H 0.545 -4.379 0.435
H 1.990 -6.184 -0.428
H 4.454 -5.976 -0.280
H 5.464 -3.944 0.702
H 4.016 -2.119 1.540
F -0.725 2.034 -2.207
C -1.274 0.965 -1.551
F -2.339 1.472 -0.885
C -1.829 0.030 -2.641
F -0.843 -0.745 -3.128
F -2.344 0.722 -3.650
F -2.780 -0.758 -2.145
N 0.166 2.356 0.370
C 1.220 2.957 1.158
C 1.117 3.045 2.536
C 2.161 3.598 3.267
C 3.284 4.068 2.603
C 3.370 4.015 1.216
C 2.337 3.451 0.495
S 4.720 4.680 3.507
O 4.296 4.737 4.893
O 5.017 5.958 2.892
O 5.711 3.638 3.225
H 0.059 2.811 -0.528
H -0.730 2.347 0.869
H 0.219 2.693 3.027
H 2.117 3.675 4.346
H 4.253 4.406 0.725
H 2.407 3.375 -0.586
```